C19H39O3P3RuS | the ωB97M-V functional and the def2-TZVPD basis

Last column: natural (NBO) charge in e.
CARTESIAN COORDINATES (ANGSTROEM)
P  4.02  -1.59  0.13  1.352
C  4.26  -1.32  1.93  -0.969
H  5.19  -1.78  2.29  0.302
H  3.40  -1.74  2.46  0.272
H  4.26  -0.24  2.15  0.271
C  5.14  -2.97  -0.27  -0.970
H  5.30  -3.01  -1.35  0.283
H  4.62  -3.90  0.00  0.283
H  6.09  -2.90  0.27  0.308
C  4.87  -0.11  -0.56  -0.958
H  5.95  -0.10  -0.35  0.315
H  4.40  0.80  -0.15  0.252
H  4.70  -0.09  -1.64  0.254
P  -1.41  4.59  -0.93  1.346
C  -1.44  5.22  0.76  -0.985
H  -1.71  6.29  0.79  0.318
H  -0.45  5.03  1.20  0.274
H  -2.13  4.59  1.35  0.276
C  -0.39  5.69  -1.94  -0.985
H  -0.36  5.27  -2.96  0.269
H  0.64  5.60  -1.57  0.276
H  -0.76  6.73  -1.92  0.319
C  -3.10  4.68  -1.57  -0.985
H  -3.42  5.71  -1.74  0.318
H  -3.76  4.13  -0.88  0.276
H  -3.13  4.08  -2.50  0.263
P  -3.08  -2.68  0.45  1.315
C  -3.77  -3.56  1.89  -0.948
H  -4.44  -4.36  1.58  0.301
H  -4.31  -2.83  2.50  0.280
H  -2.94  -3.95  2.49  0.269
C  -4.33  -2.98  -0.86  -0.961
H  -5.07  -3.73  -0.56  0.309
H  -3.85  -3.27  -1.80  0.270
H  -4.84  -2.03  -1.03  0.271
C  -1.74  -3.87  0.00  -0.971
H  -1.85  -4.81  0.56  0.299
H  -0.78  -3.41  0.25  0.279
H  -1.77  -4.07  -1.08  0.263
Ru  -0.05  0.87  -1.40  0.061
C  1.22  2.11  -0.42  0.625
O  1.95  2.79  0.16  -0.373
C  -1.44  1.28  0.06  0.624
O  -2.19  1.48  0.94  -0.392
C  -1.52  0.57  -2.80  -0.170
C  -0.97  -0.65  -2.41  -0.237
C  0.42  -0.84  -2.46  -0.180
C  1.26  0.22  -2.82  -0.187
C  0.71  1.43  -3.23  -0.182
C  -0.68  1.61  -3.21  -0.220
H  -2.60  0.73  -2.79  0.279
H  -1.63  -1.45  -2.07  0.260
H  0.85  -1.79  -2.14  0.277
H  2.34  0.10  -2.79  0.267
H  1.33  2.25  -3.55  0.287
H  -1.11  2.54  -3.54  0.271
C  0.04  -0.30  3.85  -0.810
S  -0.21  -1.84  2.96  1.203
C  0.75  -2.96  4.00  -0.822
O  0.51  -1.70  1.65  -1.057
H  1.10  -0.22  4.12  0.244
H  -0.59  -0.31  4.74  0.272
H  -0.26  0.52  3.18  0.228
H  0.06  -3.38  4.74  0.272
H  1.16  -3.75  3.37  0.262
H  1.55  -2.40  4.50  0.246

The net charge is +4. The relative energy (zero: lowest compared OMol25 entry of this formula, charge and spin) is 3.8 kcal/mol. As for the spin multiplicity: 5.